# 1
{
  "formula": "C21H23N5O2S",
  "method": "wB97M-V/def2-TZVPD",
  "e_above_lowest_kj_mol": 200.9,
  "charge": 0,
  "multiplicity": 1,
  "species": ["C", "C", "C", "N", "C", "S", "C", "C", "O", "N", "C", "C", "N", "C", "C", "C", "C", "C", "C", "C", "C", "N", "N", "C", "C", "C", "C", "C", "O", "H", "H", "H", "H", "H", "H", "H", "H", "H", "H", "H", "H", "H", "H", "H", "H", "H", "H", "H", "H", "H", "H", "H"],
  "positions_angstrom": [[3.047, -0.251, -0.815], [3.367, -0.981, -1.865], [2.576, -1.075, -3.141], [1.402, -0.250, -3.137], [0.137, -0.633, -2.807], [-0.280, -2.274, -2.417], [-2.095, -2.111, -2.320], [-2.649, -2.545, -0.973], [-3.369, -3.523, -0.893], [-2.327, -1.803, 0.105], [-1.469, -0.638, 0.122], [-1.800, 0.237, 1.328], [-1.549, -0.490, 2.550], [-1.387, 0.160, 3.753], [-0.904, -0.527, 4.874], [-0.725, 0.122, 6.079], [-1.005, 1.472, 6.206], [-1.470, 2.165, 5.102], [-1.664, 1.525, 3.893], [-1.788, -1.915, 2.484], [-2.817, -2.228, 1.403], [-0.677, 0.393, -2.822], [0.037, 1.473, -3.153], [1.283, 1.106, -3.337], [2.336, 2.007, -3.693], [2.271, 3.363, -3.901], [3.584, 3.771, -4.218], [4.349, 2.645, -4.181], [3.606, 1.571, -3.865], [3.663, -0.234, 0.066], [2.164, 0.366, -0.783], [4.261, -1.588, -1.870], [3.212, -0.784, -3.983], [2.254, -2.112, -3.292], [-2.513, -2.776, -3.076], [-2.321, -1.072, -2.556], [-1.602, -0.048, -0.788], [-0.416, -0.946, 0.185], [-1.155, 1.119, 1.298], [-2.846, 0.574, 1.252], [-0.648, -1.572, 4.799], [-0.352, -0.434, 6.928], [-0.861, 1.976, 7.149], [-1.697, 3.218, 5.182], [-2.048, 2.092, 3.061], [-0.857, -2.460, 2.267], [-2.176, -2.268, 3.443], [-3.762, -1.720, 1.631], [-3.015, -3.301, 1.351], [1.389, 3.963, -3.832], [3.913, 4.764, -4.443], [5.394, 2.479, -4.354]]
}


# 2
{
  "formula": "C4H11N2O3P",
  "method": "wB97M-V/def2-TZVPD",
  "e_above_lowest_kj_mol": 104.8,
  "charge": 0,
  "multiplicity": 1,
  "species": ["C", "N", "C", "N", "C", "O", "O", "P", "C", "O", "H", "H", "H", "H", "H", "H", "H", "H", "H", "H", "H"],
  "positions_angstrom": [[2.495, 1.082, 0.666], [1.332, 1.091, -0.216], [0.963, -0.210, -0.740], [-0.358, -0.667, -0.220], [-0.399, -2.099, -0.261], [-0.599, -2.771, -1.216], [-0.110, -2.647, 0.935], [-1.766, 0.053, -1.057], [-2.854, 0.179, 0.432], [-1.196, 1.580, -1.201], [2.315, 0.379, 1.484], [3.430, 0.794, 0.163], [2.629, 2.074, 1.105], [1.487, 1.727, -0.990], [0.961, -0.209, -1.836], [1.692, -0.964, -0.415], [-0.013, -1.913, 1.560], [-2.495, -0.467, 1.237], [-3.874, -0.116, 0.167], [-2.878, 1.213, 0.788], [-0.762, 1.890, -0.385]]
}


# 3
{
  "formula": "C17H38B3NO12",
  "method": "wB97M-V/def2-TZVPD",
  "energy_ev": -46343.6634,
  "charge": 0,
  "multiplicity": 1,
  "species": ["C", "C", "C", "C", "C", "B", "O", "B", "O", "B", "N", "O", "H", "H", "H", "H", "H", "H", "H", "H", "H", "H", "H", "H", "H", "H", "C", "C", "O", "C", "O", "O", "C", "H", "H", "H", "H", "H", "H", "H", "H", "C", "C", "O", "C", "O", "O", "C", "H", "H", "H", "H", "H", "H", "H", "H", "C", "C", "O", "C", "O", "O", "C", "H", "H", "H", "H", "H", "H", "H", "H"],
  "positions_angstrom": [[-3.740, -3.796, -1.048], [-2.657, -2.719, -0.988], [-1.374, -3.197, -1.670], [-2.400, -2.264, 0.452], [-3.492, -1.334, 1.011], [-3.051, -0.586, 2.304], [-2.452, -1.257, 3.367], [-2.500, -0.720, 4.636], [-2.898, 0.589, 4.788], [-3.649, 1.150, 3.762], [-4.796, 1.986, 4.066], [-3.264, 0.775, 2.482], [-3.775, -4.261, -2.036], [-3.540, -4.583, -0.315], [-4.734, -3.394, -0.841], [-3.034, -1.849, -1.539], [-1.153, -4.236, -1.407], [-1.468, -3.152, -2.757], [-0.514, -2.588, -1.385], [-2.335, -3.145, 1.098], [-1.423, -1.775, 0.500], [-4.386, -1.922, 1.252], [-3.794, -0.599, 0.259], [-2.214, -1.381, 5.579], [-5.663, 1.560, 3.759], [-4.768, 2.888, 3.603], [-0.753, 2.805, 7.273], [-1.596, 1.598, 7.617], [-1.692, 1.411, 9.046], [-2.572, 2.191, 9.664], [-3.284, 3.015, 9.150], [-2.528, 1.918, 10.970], [-3.417, 2.706, 11.768], [0.229, 2.733, 7.741], [-0.618, 2.856, 6.191], [-1.238, 3.721, 7.605], [-1.136, 0.679, 7.261], [-2.595, 1.674, 7.195], [-4.434, 2.643, 11.385], [-3.101, 3.749, 11.770], [-3.354, 2.288, 12.767], [2.559, 0.420, -4.414], [1.803, -0.800, -3.943], [1.727, -0.856, -2.502], [0.792, -0.088, -1.953], [0.008, 0.615, -2.538], [0.868, -0.222, -0.627], [-0.079, 0.566, 0.100], [3.547, 0.457, -3.955], [2.687, 0.377, -5.496], [2.018, 1.331, -4.162], [2.320, -1.718, -4.214], [0.794, -0.828, -4.350], [-1.085, 0.394, -0.279], [0.157, 1.627, 0.025], [0.004, 0.235, 1.131], [5.389, 1.951, -9.942], [5.602, 0.496, -10.294], [6.702, -0.071, -9.553], [6.421, -0.431, -8.304], [5.346, -0.353, -7.765], [7.533, -0.903, -7.744], [7.380, -1.322, -6.382], [6.309, 2.518, -10.090], [4.617, 2.373, -10.587], [5.069, 2.055, -8.907], [5.896, 0.375, -11.334], [4.708, -0.096, -10.105], [6.562, -2.033, -6.291], [7.183, -0.463, -5.743], [8.325, -1.784, -6.116]]
}